Entry 1:
# C29H30ClN3O4S

A 2-piece molecular cluster, C29H30ClN3O4S overall (wB97M-V/def2-TZVPD, the Open Molecules 2025 dataset).

The geometry in XYZ format:
```
68
Properties=species:S:1:pos:R:3:nbo_charge:R:1
C 0.501 -5.683 4.237 -0.0744
C 0.275 -4.258 3.756 -0.2401
N -0.528 -4.261 2.542 -0.4506
C -0.529 -3.026 1.875 0.2437
C -1.674 -2.213 1.807 -0.2877
C -1.592 -0.976 1.201 -0.0620
C -0.436 -0.635 0.447 -0.1794
C -0.408 0.621 -0.221 0.0537
C 0.140 0.821 -1.505 -0.1713
C 0.571 -0.256 -2.342 -0.1308
C 1.153 0.013 -3.566 -0.2619
C 1.431 1.342 -3.935 0.2419
N 2.162 1.649 -5.099 -0.4673
C 3.552 2.018 -4.852 -0.2357
C 4.234 2.488 -6.132 -0.0758
O 3.939 1.676 -7.266 -0.5195
C 2.542 1.485 -7.481 -0.0737
C 1.868 0.841 -6.277 -0.2405
C 0.976 2.408 -3.131 -0.1955
C 0.278 2.159 -1.977 -0.1072
C 0.697 -1.509 0.455 -0.1429
C 0.667 -2.644 1.234 -0.2315
C -1.786 -4.993 2.629 -0.2493
C -1.433 -6.425 3.020 -0.0702
O -0.672 -6.496 4.226 -0.5213
H 1.310 -6.139 3.634 0.1669
H 0.791 -5.649 5.295 0.2028
H -0.241 -3.677 4.550 0.1810
H 1.237 -3.782 3.529 0.2188
H -2.585 -2.529 2.312 0.2288
H -2.428 -0.272 1.245 0.2213
H -0.938 1.465 0.238 0.2427
H 0.453 -1.293 -2.024 0.2297
H 1.477 -0.795 -4.217 0.2265
H 3.563 2.820 -4.098 0.2190
H 4.118 1.149 -4.452 0.1732
H 3.965 3.550 -6.299 0.1690
H 5.319 2.378 -6.007 0.2034
H 2.017 2.431 -7.719 0.1724
H 2.504 0.797 -8.334 0.2015
H 2.236 -0.196 -6.153 0.1716
H 0.775 0.826 -6.417 0.2159
H 1.187 3.421 -3.463 0.2278
H -0.125 2.974 -1.374 0.2396
H 1.592 -1.255 -0.119 0.2336
H 1.549 -3.271 1.354 0.2294
H -2.458 -4.542 3.386 0.1789
H -2.284 -4.988 1.648 0.2182
H -2.347 -6.989 3.254 0.2008
H -0.900 -6.906 2.175 0.1708
N -6.739 3.092 2.257 -0.3111
C -5.615 3.133 2.581 0.2812
C -4.222 3.180 2.945 -0.1885
C -3.558 4.401 3.052 -0.1588
C -2.194 4.437 3.327 -0.2148
C -1.492 3.248 3.466 -0.1828
S 0.313 3.268 3.573 2.1416
C 0.805 2.851 1.954 -0.8754
Cl 2.386 3.194 1.483 0.0074
O 0.720 4.605 3.924 -0.9451
O 0.651 2.131 4.400 -0.9648
C -2.166 2.032 3.475 -0.2466
C -3.529 1.997 3.196 -0.1648
H -4.109 5.326 2.898 0.2300
H -1.682 5.386 3.426 0.2529
H 0.414 1.890 1.614 0.1806
H -1.642 1.106 3.682 0.2445
H -4.057 1.046 3.162 0.2203
```

Output
Kohn-Sham gap ... 3.2456 eV
Relative energy (zero: lowest compared OMol25 entry of this formula, charge and spin) ... 16.0 kcal/mol


Entry 2:
# C29H30GdNO3

C29H30GdNO3 as an isolated structure (wB97M-V/def2-TZVPD, the Open Molecules 2025 dataset).

The geometry in XYZ format:
```
64
Properties=species:S:1:pos:R:3:lowdin_spin:R:1
C -1.348 1.522 2.775 0.0520
C -2.278 0.822 1.922 -0.0016
C -1.909 -0.557 1.893 -0.0007
H -3.127 1.255 1.394 -0.0002
C -0.773 -0.732 2.733 -0.0115
C -0.412 0.542 3.272 0.0241
H -0.312 -1.694 2.970 -0.0002
C 0.012 2.950 -0.847 0.0498
C -1.363 2.592 -0.644 0.0396
C -1.618 1.393 -1.388 -0.0108
H -2.082 3.132 -0.024 0.0019
C -0.417 1.002 -2.054 0.0022
C 0.588 1.957 -1.708 -0.0096
H -2.455 -1.366 1.399 0.0009
H 0.421 0.732 3.950 0.0006
H -1.321 2.598 2.967 0.0017
H 1.608 1.942 -2.096 -0.0002
H -2.585 0.893 -1.502 -0.0003
H 0.527 3.822 -0.433 0.0017
Gd 0.018 1.075 0.791 6.8282
C -0.278 -0.056 -3.142 0.0012
C 0.337 0.615 -4.393 0.0003
C -1.634 -0.646 -3.537 0.0000
H -0.287 1.460 -4.727 -0.0001
H 0.397 -0.097 -5.225 0.0000
H 1.345 0.994 -4.201 0.0000
H -2.286 0.145 -3.938 0.0000
H -2.136 -1.121 -2.689 0.0000
H -1.503 -1.398 -4.327 0.0000
C 0.694 -1.226 -2.709 0.0009
C 0.260 -2.207 -1.637 0.0003
H 1.642 -0.760 -2.417 0.0001
H 0.895 -1.806 -3.613 0.0001
O 0.000 -1.904 -0.445 0.0044
N 0.165 -3.524 -1.886 0.0003
C 0.062 -4.338 -0.660 0.0000
H 0.523 -3.948 -2.755 0.0000
C -1.330 -4.327 -0.062 0.0000
C -1.542 -4.404 1.325 0.0000
H -0.677 -4.408 1.994 0.0000
C -2.839 -4.471 1.844 0.0000
H -2.994 -4.538 2.924 0.0000
C -3.941 -4.466 0.977 0.0001
H -4.956 -4.535 1.379 0.0000
C -3.735 -4.378 -0.402 0.0000
H -4.581 -4.370 -1.094 0.0000
C -2.432 -4.313 -0.917 0.0001
H -2.257 -4.250 -1.995 0.0000
H 0.747 -3.944 0.108 0.0000
H 0.361 -5.355 -0.925 0.0000
O 3.427 1.948 -0.301 0.0071
C 2.993 2.076 0.831 0.0005
O 2.059 1.332 1.419 0.0154
C 3.408 3.169 1.762 0.0008
C 2.617 3.519 2.879 0.0003
C 2.997 4.586 3.687 0.0000
C 4.177 5.289 3.397 0.0003
C 4.970 4.930 2.297 0.0001
C 4.578 3.873 1.477 0.0002
H 1.702 2.955 3.100 0.0000
H 2.373 4.862 4.536 0.0000
H 4.477 6.122 4.032 0.0000
H 5.885 5.466 2.064 0.0000
H 5.143 3.567 0.594 0.0000
```

Output
Kohn-Sham gap (spin up / spin down) ... 8.6654 / 5.8566 eV
Multiplicity ... 8


Entry 3:
# C29H31BInN6OPS2

C29H31BInN6OPS2 as an isolated structure (wB97M-V/def2-TZVPD, the Open Molecules 2025 dataset).

The geometry in XYZ format:
```
72
Properties=species:S:1:pos:R:3:lowdin_charge:R:1
In 11.340 11.814 9.544 0.3614
O 13.190 12.401 12.404 -0.0586
N 12.649 13.182 11.407 -0.0954
C 13.090 14.379 11.279 -0.0871
C 12.446 15.391 10.475 -0.2236
C 13.266 16.455 10.137 -0.0293
C 12.829 17.454 9.311 -0.0298
C 11.524 17.365 8.792 -0.0283
C 10.693 16.270 9.030 -0.0393
C 11.133 15.303 9.937 -0.2990
P 10.061 13.906 10.304 1.0464
C 8.459 14.161 9.435 -0.3344
C 7.477 14.846 10.177 -0.0369
C 6.279 15.113 9.502 -0.0300
C 6.116 14.800 8.165 -0.0477
C 7.133 14.193 7.461 -0.0662
C 8.271 13.797 8.110 -0.1162
C 9.714 14.032 12.045 -0.3629
C 10.050 15.204 12.769 -0.0716
C 9.841 15.256 14.125 -0.0650
C 9.292 14.167 14.792 -0.0562
C 8.836 13.074 14.093 -0.0678
C 9.087 12.987 12.749 -0.0758
H 13.894 12.963 12.890 0.1525
H 14.008 14.685 11.851 0.1599
H 14.216 16.561 10.605 0.1164
H 13.433 18.324 9.043 0.1274
H 11.158 18.232 8.251 0.1198
H 9.683 16.345 8.636 0.1192
H 7.707 15.183 11.113 0.0758
H 5.524 15.584 10.047 0.0994
H 5.194 14.972 7.635 0.1190
H 6.970 14.021 6.371 0.1372
H 8.982 13.333 7.475 0.0762
H 10.454 16.062 12.268 0.1078
H 10.030 16.204 14.611 0.1178
H 9.131 14.372 15.917 0.1513
H 8.229 12.352 14.632 0.1231
H 8.617 12.157 12.230 0.1138
C 15.075 9.581 12.643 0.0312
N 13.593 9.419 12.549 -0.0987
C 12.860 8.989 13.645 -0.0076
C 11.564 8.945 13.260 0.0008
N 11.524 9.396 11.946 0.0138
B 10.249 9.416 11.060 -0.4880
N 10.515 8.611 9.778 -0.0125
C 10.887 7.283 9.814 -0.0292
C 11.160 6.905 8.550 -0.0090
N 10.860 7.986 7.738 -0.1053
C 11.110 8.139 6.304 -0.0004
C 10.438 9.010 8.486 -0.6969
S 9.928 10.547 7.888 0.7070
C 12.787 9.665 11.557 -0.6903
S 13.206 10.359 10.054 0.7699
H 15.440 9.988 11.691 0.0798
H 15.496 8.667 13.016 0.0944
H 15.249 10.304 13.470 0.1064
H 13.256 8.833 14.585 0.1141
H 10.759 8.644 13.864 0.1242
H 9.349 8.933 11.634 0.0984
H 9.943 10.610 10.904 0.0423
H 11.070 6.614 10.712 0.1699
H 11.293 5.969 8.016 0.1405
H 11.172 7.136 5.899 0.1027
H 12.038 8.643 6.193 0.0857
H 10.384 8.807 5.821 0.0813
C 15.092 13.023 6.525 0.0044
C 13.978 12.778 7.401 -0.1598
N 13.109 12.606 8.117 0.1286
H 15.218 14.109 6.364 0.1225
H 14.758 12.632 5.638 0.0690
H 16.021 12.567 6.825 0.1075
```

Output
Kohn-Sham gap ... 7.9583 eV
Total charge ... +2
Relative energy (zero: lowest compared OMol25 entry of this formula, charge and spin) ... 8.6 kcal/mol